ORCA calculation (the ωB97M-V functional and the def2-TZVPD basis) on a structure of composition C18H54BCaF5O9 in a non-equilibrium geometry.

Structure (ORCA input):
```
! wB97M-V def2-TZVPD RIJCOSX def2/J DEFGRID3
* xyz 0 1
Ca 4.183 12.980 -21.341
B 1.636 12.510 -21.248
F 0.232 12.616 -21.172
F 2.074 11.213 -21.174
F 2.055 13.060 -22.466
F 2.163 13.359 -20.275
F 4.593 14.496 -19.602
C -0.537 9.106 -17.798
C -0.082 9.624 -19.167
O 1.298 9.542 -19.267
H -1.602 8.873 -17.803
H -0.311 9.811 -16.998
H -0.026 8.220 -17.422
H -0.454 10.634 -19.335
H -0.565 9.057 -19.963
H 1.589 10.137 -19.962
C 0.548 17.223 -19.320
C 1.492 16.053 -19.477
O 2.174 16.390 -20.628
H 0.922 18.210 -19.595
H 0.080 17.355 -18.344
H -0.287 17.002 -19.984
H 0.893 15.155 -19.624
H 2.175 16.004 -18.629
H 1.605 16.120 -21.353
C 2.121 12.520 -16.774
C 2.821 13.761 -16.403
O 4.201 13.767 -16.798
H 2.320 12.306 -17.824
H 1.044 12.653 -16.676
H 2.506 11.699 -16.169
H 2.606 13.942 -15.350
H 2.462 14.594 -17.007
H 4.239 13.901 -17.748
C 0.010 12.447 -25.042
C -1.473 12.612 -24.917
O -1.985 13.016 -26.136
H 0.509 13.281 -25.536
H 0.219 11.514 -25.564
H 0.520 12.349 -24.083
H -1.576 13.252 -24.041
H -1.916 11.678 -24.570
H -2.491 13.808 -25.941
C 3.508 10.645 -24.904
C 4.272 10.372 -23.635
O 4.853 11.540 -23.193
H 2.799 11.443 -24.683
H 2.985 9.764 -25.277
H 4.140 10.998 -25.719
H 5.074 9.694 -23.929
H 3.656 9.839 -22.911
H 5.631 11.683 -23.736
C 3.184 13.930 -26.140
C 4.234 15.042 -26.002
O 5.278 14.717 -25.132
H 2.695 13.898 -25.166
H 3.617 12.978 -26.445
H 2.395 14.055 -26.882
H 3.918 16.084 -25.944
H 4.743 15.150 -26.960
H 5.161 14.992 -24.220
C -3.380 10.600 -20.356
C -2.637 10.614 -21.679
O -2.288 11.965 -21.892
H -2.792 11.067 -19.565
H -3.619 9.575 -20.073
H -4.278 11.199 -20.506
H -3.395 10.298 -22.396
H -1.751 9.986 -21.777
H -1.515 12.171 -21.361
C -1.110 17.415 -23.419
C -1.017 15.866 -23.249
O 0.045 15.548 -22.419
H -1.829 17.703 -24.187
H -0.095 17.719 -23.675
H -1.288 17.887 -22.453
H -0.922 15.535 -24.283
H -1.918 15.436 -22.811
H 0.157 14.608 -22.265
C 5.829 9.950 -18.583
C 4.697 10.967 -18.844
O 4.420 10.892 -20.217
H 6.757 10.136 -19.124
H 5.566 9.010 -19.067
H 6.074 9.933 -17.521
H 5.052 11.970 -18.610
H 3.878 10.702 -18.176
H 3.996 10.051 -20.401
*
```

Summary:
DFT total energy: -70678.11553 eV
frontier orbital gap: 8.39 eV
HOMO energy: -0.3340 Ha

Atomic partial charges in e from the Mulliken method, atoms 1 to 5: atom 1 (Ca): 1.18, atom 2 (B): 0.41, atom 3 (F): -0.14, atom 4 (F): -0.18, atom 5 (F): -0.16